{
  "formula": "C46H34N2O2S2Sr",
  "method": "ωB97M-V/def2-TZVPD",
  "elements": ["Sr", "C", "C", "C", "C", "C", "C", "C", "S", "O", "C", "C", "C", "C", "C", "C", "C", "C", "C", "C", "C", "C", "C", "C", "C", "C", "C", "C", "C", "C", "S", "O", "C", "C", "C", "C", "C", "C", "C", "H", "H", "H", "H", "H", "H", "H", "H", "H", "H", "H", "H", "H", "H", "H", "H", "H", "H", "H", "H", "H", "H", "H", "H", "H", "H", "C", "C", "N", "C", "C", "C", "C", "C", "C", "C", "C", "C", "N", "C", "H", "H", "H", "H", "H", "H", "H", "H"],
  "positions_angstrom": [[-1.024698, -2.369489, 1.407572], [-6.962817, 4.130026, 1.076699], [-5.737830, 3.257033, 0.956786], [-5.668751, 2.034349, 1.618840], [-4.534582, 1.233088, 1.546032], [-3.470045, 1.677583, 0.784550], [-3.493629, 2.898045, 0.117708], [-4.634758, 3.674163, 0.204931], [-1.999904, 0.712635, 0.666299], [-2.238228, -0.565000, 1.516174], [-2.145590, 0.107093, -1.000251], [-3.273601, -0.700160, -1.296148], [-3.397716, -1.225267, -2.540917], [-2.415805, -0.968638, -3.541151], [-2.566414, -1.468864, -4.858647], [-1.627675, -1.207818, -5.813901], [-0.481588, -0.442241, -5.491713], [-0.312567, 0.054115, -4.231666], [-1.284657, -0.186619, -3.224045], [-1.157234, 0.358466, -1.907566], [0.012638, 1.256043, -1.623823], [0.015536, 2.538341, -2.264965], [-1.083172, 2.973184, -3.057020], [-1.071892, 4.207904, -3.638221], [0.039516, 5.070946, -3.477095], [1.109288, 4.673278, -2.732582], [1.119708, 3.401250, -2.106782], [2.222782, 2.985408, -1.316284], [2.218619, 1.776333, -0.708323], [1.108861, 0.906009, -0.882273], [1.230319, -0.544175, 0.140460], [0.154639, -1.558627, -0.292896], [2.751538, -1.210884, -0.377385], [3.809163, -1.227890, 0.520032], [5.000672, -1.817292, 0.127833], [5.130984, -2.397688, -1.133565], [6.436299, -3.023106, -1.555760], [4.035041, -2.373274, -2.005270], [2.839792, -1.781001, -1.639494], [-7.851235, 3.540086, 1.300177], [-7.142770, 4.691521, 0.159717], [-6.836417, 4.855142, 1.884542], [-6.517821, 1.698621, 2.204455], [-4.487519, 0.284611, 2.064657], [-2.640638, 3.238127, -0.468274], [-4.672594, 4.626226, -0.315920], [-4.031970, -0.867427, -0.542037], [-4.260835, -1.830510, -2.796320], [-3.444557, -2.058703, -5.095490], [-1.758443, -1.581708, -6.823364], [0.265328, -0.245315, -6.254050], [0.570100, 0.642677, -3.998988], [-1.938046, 2.319316, -3.204773], [-1.919906, 4.528624, -4.234148], [0.038905, 6.044608, -3.953399], [1.969153, 5.322992, -2.608735], [3.075669, 3.644940, -1.209395], [3.068271, 1.468250, -0.110665], [3.709155, -0.785903, 1.505352], [5.843048, -1.830786, 0.813305], [6.893774, -3.577062, -0.735081], [7.147198, -2.250690, -1.861283], [6.301765, -3.700274, -2.398175], [4.127225, -2.819652, -2.990579], [1.991195, -1.764436, -2.320137], [3.176936, -4.453561, 2.134207], [1.912582, -4.061148, 1.695532], [1.138356, -3.208250, 2.353348], [1.593990, -2.690663, 3.530190], [2.833801, -3.051183, 4.058713], [3.628247, -3.949623, 3.321407], [3.267753, -2.517961, 5.322845], [2.487509, -1.666913, 6.004140], [1.204795, -1.261868, 5.480404], [0.375198, -0.358426, 6.169012], [-0.829866, -0.001190, 5.634562], [-1.207036, -0.554190, 4.408171], [-0.459143, -1.411590, 3.728603], [0.749657, -1.759812, 4.261004], [3.762717, -5.150301, 1.548207], [1.520860, -4.463669, 0.762349], [4.598782, -4.241179, 3.712184], [4.231653, -2.827704, 5.715532], [2.805974, -1.272048, 6.963936], [0.703425, 0.045292, 7.122390], [-1.489943, 0.694002, 6.136677], [-2.156520, -0.288544, 3.959030]],
  "forces_ev_per_angstrom": [[-0.6056, -2.3728, 0.7420], [0.1128, -0.0666, -0.0271], [-0.1015, 0.0983, 0.0203], [-0.0241, -0.0740, 0.0565], [-0.1972, 0.1689, -0.0627], [-0.0758, -0.0184, 0.1537], [0.0259, 0.0317, -0.0297], [-0.0334, 0.0678, -0.0303], [0.0911, -0.4196, 0.0051], [-1.0213, 2.2712, -0.3854], [-0.2311, 0.0330, 0.1067], [0.1154, 0.0910, 0.0303], [0.0142, -0.0809, -0.2137], [-0.1784, -0.1134, -0.0260], [-0.0336, -0.0397, 0.0806], [0.1123, 0.0745, -0.0438], [-0.0516, -0.0889, -0.1178], [0.1088, -0.0389, 0.0912], [0.1743, 0.0262, -0.0552], [0.2157, 0.1493, 0.0064], [-0.1057, -0.1551, -0.1832], [-0.2715, 0.0090, -0.0167], [-0.0521, -0.0174, 0.0842], [0.0605, 0.1425, -0.0406], [-0.1616, -0.0231, -0.0966], [0.0893, -0.0440, 0.0399], [0.1303, 0.1678, 0.0394], [-0.0134, 0.2086, -0.1580], [-0.0745, -0.1960, 0.0315], [0.0496, 0.1246, 0.0887], [-0.4858, -0.0488, 0.1337], [1.1789, 0.8582, -0.8526], [0.1437, -0.2212, -0.0717], [0.0705, -0.0600, -0.0730], [0.0986, -0.0042, 0.0299], [0.0790, -0.0626, -0.0813], [-0.0817, 0.0624, 0.0243], [0.0412, -0.0305, -0.0873], [0.1987, -0.0627, -0.1471], [0.0440, 0.0017, -0.0114], [0.0257, -0.0363, 0.0242], [0.0235, -0.0375, -0.0265], [0.0504, 0.0247, -0.0318], [0.0227, 0.0193, -0.0175], [-0.1075, -0.0696, 0.0867], [0.0009, -0.0941, 0.0548], [-0.0127, 0.0302, 0.0219], [0.0442, 0.0430, -0.0093], [0.0337, 0.0292, 0.0105], [0.0262, 0.0238, 0.0974], [-0.0981, -0.0259, 0.0736], [-0.1366, -0.0860, -0.0399], [0.1267, 0.1378, 0.0548], [0.1013, -0.0153, 0.0458], [-0.0180, -0.0773, 0.0387], [-0.0649, -0.0455, 0.0039], [-0.0468, 0.0085, 0.0045], [-0.0541, -0.0198, -0.0023], [-0.0377, -0.0219, -0.0127], [-0.0749, -0.0053, -0.0721], [-0.0303, 0.0280, -0.0207], [-0.0581, -0.0218, 0.0191], [-0.0140, 0.0232, 0.0300], [0.0151, 0.0185, 0.1018], [0.1086, 0.0021, 0.1191], [0.0025, -0.1257, -0.0677], [-0.2211, 0.1532, -0.0343], [0.6824, -0.1645, 0.3254], [-0.3595, -0.0804, -0.2539], [0.2996, -0.0361, 0.1076], [0.2046, 0.0063, 0.2033], [0.2105, -0.2271, -0.1840], [-0.2944, 0.2597, 0.1526], [0.2425, 0.0660, 0.2927], [0.1367, 0.0411, 0.2192], [-0.0927, 0.0741, 0.0304], [0.0232, -0.1855, -0.2004], [0.4606, 0.0741, 0.4992], [-0.2306, -0.1490, -0.3799], [-0.0416, 0.0506, 0.0450], [0.0259, 0.0981, 0.0736], [-0.0881, 0.0369, -0.0225], [-0.1100, 0.0289, -0.0651], [-0.0676, -0.0079, -0.1069], [-0.0296, -0.0392, -0.0981], [0.0339, -0.0499, -0.0229], [0.0323, -0.0030, -0.0204]],
  "lumo_ev": -5.18,
  "charge": 2,
  "e_tot_ha": -2860.07172
}